(1)
Here is a structure of composition C15H19N7OPdS from OMol25. Energies are from ωB97M-V with the def2-TZVPD basis set.

## Properties
HOMO-LUMO gap ... 6.57 eV
Energy relative to the best compared isomer or geometry (same formula, charge and spin) ... 0.0 kcal per mole
Lowest unoccupied orbital energy ... 0.12 eV
E_tot ... -42656.3137 eV

Structure (ORCA input):
```
! RIJCOSX wB97M-V def2-TZVPD def2/J DEFGRID3
* xyz 0 1
Pd -0.08 0.63 -0.02
C -3.60 -3.54 -0.31
N -3.79 -2.10 -0.36
C -5.00 -1.42 -0.42
C -4.72 -0.11 -0.48
N -3.34 0.02 -0.45
C -2.76 -1.22 -0.38
S -1.13 -1.66 -0.37
C -2.63 1.26 -0.54
C -2.82 2.07 -1.62
C -2.05 3.27 -1.67
C -1.15 3.50 -0.68
C -1.02 2.61 0.42
N -1.85 1.52 0.53
H -4.58 -4.01 -0.25
H -3.01 -3.80 0.57
H -3.07 -3.87 -1.20
H -5.94 -1.94 -0.41
H -5.36 0.75 -0.52
H -3.50 1.79 -2.41
H -2.16 3.96 -2.50
H -0.52 4.39 -0.71
H -0.59 2.97 1.35
N -1.16 -0.38 3.17
N 0.18 -0.82 2.92
H -1.81 -1.15 2.98
H -1.39 0.32 2.47
H 0.25 -1.53 2.20
H 0.59 -1.22 3.76
N 6.91 -0.65 0.38
C 6.25 -0.17 -0.71
O 6.81 0.09 -1.75
C 4.77 0.04 -0.54
C 4.17 0.24 0.70
C 2.80 0.43 0.75
N 2.03 0.42 -0.35
C 2.61 0.22 -1.53
C 3.98 0.04 -1.67
H 7.89 -0.87 0.27
H 6.41 -1.06 1.15
H 4.74 0.28 1.61
H 2.28 0.58 1.68
H 1.95 0.22 -2.39
H 4.42 -0.09 -2.65
*
```

These are the Löwdin partial charges, in e, on atoms 1 to 6: Pd 0.444; C -0.050; N -0.130; C -0.045; C -0.035; N -0.003

---

(2)
Here is the molecule C4H10N4 at a distorted geometry from OMol25. Energies are from ωB97M-V with the def2-TZVPD basis set.

## Properties
HOMO-LUMO gap (alpha / beta) ... 8.56 / 8.56 eV
Energy relative to the best compared isomer or geometry (same formula, charge and spin) ... 107.0 kcal per mole
Lowest unoccupied orbital energy (alpha / beta) ... 0.51 / 0.51 eV
E_tot ... -10266.2088 eV

Structure (ORCA input):
```
! RIJCOSX wB97M-V def2-TZVPD def2/J DEFGRID3
* xyz 0 1
C 1.27 1.46 1.58
N 0.51 0.29 1.13
C -0.94 0.48 0.97
N -1.89 0.56 1.68
H 0.68 -0.50 1.75
H 2.34 1.24 1.62
H 1.09 2.29 0.90
H 0.96 1.78 2.58
C 0.67 -1.48 -1.49
N -2.06 -0.62 -1.04
C 0.30 -0.14 -0.94
N -0.98 0.25 -0.74
H -2.61 -0.68 -0.18
H -2.65 -0.14 -1.71
H 1.02 0.65 -1.12
H 0.56 -1.47 -2.58
H 0.02 -2.27 -1.12
H 1.72 -1.69 -1.29
*
```

These are the Löwdin partial charges, in e, on atoms 1 to 6: C -0.086; N -0.069; C -0.497; N 0.108; H 0.132; H 0.080

---

(3)
Here is the molecule C19H25ClN6O2S from OMol25. Energies are from ωB97M-V with the def2-TZVPD basis set.

## Properties
HOMO-LUMO gap ... 9.06 eV
SMILES ... CC(C)(C)Nc1nc(SCC(=O)Nc2ccccc2Cl)nc(N2CCOCC2)n1
Lowest unoccupied orbital energy ... 0.59 eV
E_tot ... -56504.5021 eV

Structure (ORCA input):
```
! RIJCOSX wB97M-V def2-TZVPD def2/J DEFGRID3
* xyz 0 1
C -1.02 -2.92 0.02
H -0.13 -2.96 0.65
H -1.67 -2.14 0.39
H -1.53 -3.88 0.08
C -0.63 -2.62 -1.43
N 0.05 -1.33 -1.50
C -0.44 -0.15 -1.13
N -1.68 -0.03 -0.68
C -2.06 1.20 -0.34
N -3.31 1.38 0.11
C -4.17 0.27 0.44
H -3.73 -0.65 0.05
C -4.34 0.20 1.96
H -5.08 -0.56 2.24
O -4.82 1.42 2.47
C -3.95 2.48 2.17
H -4.40 3.38 2.60
C -3.76 2.64 0.66
H -3.01 3.40 0.43
H -4.72 2.90 0.20
H -2.97 2.31 2.64
H -3.37 -0.05 2.42
H -5.15 0.44 -0.03
N -1.29 2.30 -0.45
C -0.08 2.07 -0.92
N 0.42 0.89 -1.26
S 0.94 3.48 -1.09
C 2.35 2.79 -2.04
C 3.48 2.31 -1.14
O 4.58 2.81 -1.17
N 3.10 1.27 -0.36
C 3.85 0.62 0.62
C 5.22 0.82 0.79
C 5.92 0.15 1.77
C 5.28 -0.74 2.61
C 3.91 -0.95 2.47
C 3.21 -0.28 1.49
Cl 1.50 -0.54 1.36
H 3.39 -1.64 3.12
H 5.82 -1.27 3.38
H 6.98 0.32 1.87
H 5.72 1.51 0.13
H 2.14 0.95 -0.48
H 1.95 1.98 -2.65
H 2.72 3.60 -2.66
H 1.01 -1.32 -1.79
C 0.36 -3.67 -1.93
H -0.10 -4.66 -1.91
H 0.65 -3.46 -2.96
H 1.25 -3.69 -1.31
C -1.87 -2.59 -2.32
H -2.54 -1.80 -1.99
H -2.39 -3.54 -2.27
H -1.59 -2.40 -3.35
*
```

These are the Löwdin partial charges, in e, on atoms 1 to 6: C -0.044; H 0.061; H 0.058; H 0.085; C -0.593; N 0.113

---

(4)
Here is a structure of composition C36H30N8SbTi at a distorted geometry from OMol25. Energies are from ωB97M-V with the def2-TZVPD basis set.

## Properties
HOMO-LUMO gap (alpha / beta) ... 4.76 / 4.68 eV
Energy relative to the best compared isomer or geometry (same formula, charge and spin) ... 10.7 kcal per mole
Lowest unoccupied orbital energy (alpha / beta) ... -3.23 / -3.25 eV
E_tot ... -79389.5260 eV

Structure (ORCA input):
```
! RIJCOSX wB97M-V def2-TZVPD def2/J DEFGRID3
* xyz 1 1
Ti -0.34 0.19 0.09
C -1.80 -2.17 3.67
C -1.01 -3.33 3.75
C 0.01 -3.47 2.87
C 0.27 -2.49 1.87
N -0.54 -1.40 1.75
C -1.53 -1.27 2.69
N 1.35 -2.71 1.12
C 1.57 -2.10 -0.03
N 0.73 -1.25 -0.76
C 1.29 -1.11 -2.04
N 0.75 -0.59 -3.13
C -0.40 0.08 -3.14
C -0.98 0.31 -4.43
C -2.10 1.04 -4.57
C -2.69 1.61 -3.42
C -2.12 1.35 -2.22
N -1.01 0.57 -2.02
C 2.58 -1.73 -2.04
C 3.56 -1.82 -3.04
C 4.71 -2.51 -2.75
C 4.89 -3.13 -1.48
C 3.92 -3.06 -0.51
C 2.76 -2.33 -0.80
H -2.61 -1.97 4.37
H -1.20 -4.08 4.51
H 0.67 -4.33 2.89
H -2.12 -0.37 2.62
H -0.47 -0.14 -5.27
H -2.53 1.20 -5.55
H -3.57 2.24 -3.47
H -2.55 1.79 -1.33
H 3.41 -1.37 -4.01
H 5.49 -2.61 -3.49
H 5.81 -3.68 -1.29
H 4.04 -3.55 0.44
C 2.90 -0.01 1.93
C 1.76 0.56 2.72
C 1.84 0.63 4.11
C 0.84 1.24 4.82
C -0.21 1.83 4.13
C -0.25 1.71 2.75
N 0.70 1.04 2.06
Sb -1.77 2.81 1.73
C -2.95 1.14 0.98
C -4.31 1.23 1.21
C -5.14 0.20 0.77
C -4.58 -0.87 0.11
C -3.19 -0.91 -0.11
C -2.59 -2.07 -0.84
N -2.42 0.08 0.33
C -0.57 3.16 -0.02
C -0.78 4.37 -0.65
C 0.06 4.72 -1.70
C 1.10 3.89 -2.03
C 1.27 2.68 -1.35
C 2.44 1.81 -1.65
N 0.40 2.31 -0.39
H 3.79 0.60 2.12
H 2.70 0.00 0.86
H 3.12 -1.04 2.23
H 2.70 0.20 4.61
H 0.88 1.30 5.90
H -0.98 2.38 4.65
H -4.72 2.08 1.73
H -6.21 0.24 0.94
H -5.18 -1.69 -0.25
H -3.32 -2.86 -0.97
H -1.73 -2.47 -0.30
H -2.23 -1.75 -1.82
H -1.58 5.03 -0.32
H -0.09 5.66 -2.23
H 1.80 4.15 -2.81
H 3.36 2.38 -1.45
H 2.46 1.51 -2.69
H 2.46 0.92 -1.03
*
```

These are the Löwdin partial charges, in e, on atoms 1 to 6: Ti 0.851; C -0.046; C -0.052; C 0.000; C -0.327; N 0.050